89
Properties=species:S:1:pos:R:3 method="wB97M-V/def2-TZVPD" homo_lumo_gap_ev=6.80 multiplicity=1 de_lowest_kcal_mol=0.0 homo_ev=-9.954 charge=+1
Bi -0.08 -0.17 1.09
O 0.28 0.59 5.30
C 0.37 0.67 4.10
O -0.34 -0.03 3.25
C 1.37 1.66 3.50
C 2.16 2.44 4.37
C 3.08 3.28 3.82
C 3.22 3.36 2.42
C 4.16 4.21 1.77
C 4.23 4.24 0.41
C 3.37 3.44 -0.37
C 2.47 2.61 0.22
C 2.37 2.55 1.63
N 1.47 1.71 2.20
H 2.02 2.33 5.44
H 3.72 3.90 4.45
H 4.82 4.81 2.38
H 4.95 4.89 -0.07
H 3.44 3.49 -1.45
H 1.81 1.99 -0.38
O -1.05 6.46 -1.60
C -1.40 6.19 -0.26
C -1.31 4.72 0.00
C -1.47 4.21 1.28
C -1.34 2.86 1.48
N -1.08 2.00 0.49
C -0.99 2.47 -0.77
C -1.09 3.82 -1.04
C -0.83 1.45 -1.85
C -0.91 1.80 -3.20
C -0.80 0.81 -4.16
C -0.86 1.16 -5.63
O -1.48 2.40 -5.89
C -0.63 -0.51 -3.75
C -0.56 -0.77 -2.40
N -0.65 0.18 -1.47
H -1.21 7.39 -1.79
H -2.41 6.53 -0.03
H -0.72 6.71 0.44
H -1.67 4.87 2.12
H -1.44 2.42 2.47
H -1.00 4.21 -2.04
H -1.06 2.82 -3.51
H -1.32 0.35 -6.19
H 0.17 1.26 -6.00
H -2.43 2.31 -5.79
H -0.56 -1.31 -4.47
H -0.43 -1.79 -2.03
Br -0.83 -4.63 -4.76
C -1.94 -5.13 -3.31
C -2.96 -4.28 -2.91
C -3.74 -4.62 -1.81
C -3.49 -5.80 -1.12
C -2.52 -6.68 -1.59
C -1.72 -6.34 -2.67
N -4.29 -6.23 -0.01
N -4.53 -5.50 0.96
C -3.87 -4.24 1.14
C -4.66 -3.13 1.29
C -4.12 -1.84 1.32
C -2.76 -1.64 1.23
O -2.22 -0.43 1.17
C -1.92 -2.80 1.23
N -0.58 -2.57 1.24
C 0.26 -3.59 1.27
C -0.19 -4.91 1.32
C -1.53 -5.16 1.28
C -2.45 -4.10 1.20
H -3.16 -3.37 -3.45
H -4.54 -3.96 -1.49
H -2.39 -7.63 -1.08
H -0.95 -7.01 -3.02
H -5.73 -3.27 1.32
H -4.76 -0.97 1.39
H 1.31 -3.34 1.27
H 0.53 -5.72 1.38
H -1.89 -6.18 1.34
N 7.32 1.65 1.79
C 6.37 1.03 1.67
C 5.16 0.26 1.53
C 4.47 -0.18 2.66
C 3.28 -0.87 2.47
N 2.78 -1.14 1.26
C 3.47 -0.75 0.19
C 4.66 -0.05 0.27
H 4.84 0.04 3.65
H 2.70 -1.20 3.32
H 3.04 -0.99 -0.78
H 5.18 0.28 -0.62

=====

51
Properties=species:S:1:pos:R:3 method="wB97M-V/def2-TZVPD" homo_lumo_gap_ev=6.75 multiplicity=1 homo_ev=-16.133 charge=+3
Pb -17.91 -6.35 8.12
N -18.09 -8.56 9.41
C -17.75 -8.26 10.84
C -18.90 -7.68 11.86
N -19.27 -6.27 11.65
C -20.63 -6.01 11.15
C -20.97 -6.47 9.73
N -20.22 -5.97 8.61
C -18.39 -5.15 12.08
C -17.06 -4.80 11.35
N -17.18 -4.42 9.94
H -18.92 -9.25 9.34
H -17.28 -9.11 9.08
H -16.96 -7.54 11.01
H -17.48 -9.18 11.32
H -18.41 -7.67 12.85
H -19.82 -8.29 11.89
H -20.93 -4.95 11.33
H -21.39 -6.61 11.76
H -22.05 -6.23 9.64
H -21.01 -7.51 9.81
H -20.33 -4.96 8.80
H -20.83 -6.16 7.82
H -18.21 -5.43 13.15
H -19.04 -4.25 12.17
H -16.49 -5.73 11.48
H -16.67 -3.99 11.95
H -16.19 -4.12 9.74
H -17.68 -3.51 9.90
O -8.93 -7.23 -1.26
S -9.97 -7.35 0.05
O -9.29 -7.87 1.18
O -11.29 -7.67 -0.33
C -9.01 -5.87 -1.27
N -8.58 -5.04 -2.15
C -8.88 -3.78 -1.82
C -9.70 -3.43 -0.75
C -10.19 -4.37 0.14
N -9.68 -5.63 -0.13
C -11.03 -4.25 1.29
C -12.05 -3.24 1.25
C -12.99 -3.18 2.27
N -13.08 -4.12 3.23
C -12.14 -5.06 3.29
C -11.09 -5.18 2.33
H -8.38 -3.01 -2.38
H -9.87 -2.35 -0.56
H -11.99 -2.51 0.43
H -13.80 -2.46 2.14
H -12.16 -5.69 4.14
H -10.31 -5.92 2.36

=====

72
Properties=species:S:1:pos:R:3 method="wB97M-V/def2-TZVPD" homo_lumo_gap_ev="5.58 / 8.04" multiplicity=3 de_lowest_kcal_mol=4.1 homo_ev="-5.121 / -7.920" charge=0
Ti -0.47 0.77 -0.78
S -0.19 2.20 -2.91
C -1.38 2.89 -1.92
N -1.37 2.68 -0.61
C -2.48 3.22 0.02
C -2.76 3.14 1.38
C -3.91 3.74 1.86
C -4.77 4.43 1.00
C -4.50 4.51 -0.35
C -3.35 3.90 -0.84
S -2.76 3.80 -2.48
H -2.09 2.60 2.04
H -4.14 3.68 2.91
H -5.66 4.89 1.40
H -5.17 5.04 -1.02
C 1.33 1.64 2.61
C 1.17 2.74 1.57
C 1.71 4.07 2.07
C 1.82 2.40 0.22
C 3.34 2.38 0.26
O 3.71 1.36 -0.66
C 2.64 0.51 -0.76
N 1.49 1.05 -0.31
C 2.88 -0.74 -1.36
C 4.16 -0.98 -1.94
C 4.47 -2.17 -2.55
C 3.52 -3.20 -2.61
C 2.29 -3.02 -2.02
C 1.94 -1.82 -1.40
P 0.37 -1.62 -0.56
C 0.69 -1.98 1.20
C 1.94 -2.36 1.67
C 2.14 -2.54 3.03
C 1.09 -2.37 3.92
C -0.16 -1.99 3.45
C -0.36 -1.79 2.10
C -0.65 -3.01 -1.13
C -1.10 -2.96 -2.45
C -1.90 -3.98 -2.96
C -2.26 -5.04 -2.14
C -1.82 -5.09 -0.83
C -1.01 -4.08 -0.33
H 0.93 1.97 3.57
H 2.38 1.37 2.77
H 0.81 0.72 2.32
H 0.10 2.88 1.38
H 2.76 4.00 2.36
H 1.16 4.40 2.95
H 1.62 4.85 1.31
H 1.49 3.14 -0.52
H 3.72 2.10 1.25
H 3.80 3.32 -0.04
H 4.90 -0.19 -1.90
H 5.44 -2.30 -2.99
H 3.76 -4.14 -3.10
H 1.57 -3.82 -2.04
H 2.76 -2.49 0.97
H 3.12 -2.83 3.39
H 1.26 -2.51 4.98
H -0.98 -1.85 4.15
H -1.34 -1.48 1.74
H -0.82 -2.13 -3.09
H -2.23 -3.94 -3.99
H -2.89 -5.84 -2.54
H -2.10 -5.93 -0.20
H -0.66 -4.14 0.70
C -3.40 -0.46 -2.25
C -2.21 -0.04 -1.48
O -2.25 0.01 -0.22
H -4.07 0.42 -2.28
H -3.93 -1.27 -1.75
H -3.16 -0.72 -3.27

=====

62
Properties=species:S:1:pos:R:3 method="wB97M-V/def2-TZVPD" homo_lumo_gap_ev="5.57 / 5.57" multiplicity=1 de_lowest_kcal_mol=45.5 homo_ev="-8.164 / -8.164" charge=0
Pd -0.66 0.73 -0.71
S 2.62 -4.56 -5.52
N 1.11 -4.49 -4.96
C 1.00 -3.36 -4.28
C -0.18 -2.90 -3.59
C -1.37 -3.62 -3.53
C -2.43 -3.08 -2.83
C -2.28 -1.83 -2.23
N -1.16 -1.15 -2.30
C -0.11 -1.65 -2.95
C 1.12 -0.86 -2.95
N 1.11 0.33 -2.32
C 2.21 1.04 -2.25
C 3.42 0.63 -2.82
C 3.45 -0.57 -3.49
C 2.29 -1.33 -3.57
C 2.21 -2.60 -4.26
N 3.19 -3.17 -4.93
H -1.44 -4.58 -4.01
H -3.37 -3.61 -2.75
H -3.09 -1.37 -1.68
H 2.15 1.99 -1.74
H 4.30 1.24 -2.72
H 4.36 -0.93 -3.96
N -1.73 1.91 -1.88
C -1.90 3.02 -2.20
C -2.15 4.31 -2.58
C -3.14 5.05 -1.88
N -3.94 5.64 -1.31
C -1.43 4.90 -3.65
N -0.84 5.39 -4.51
C -1.22 -0.96 4.41
C -0.11 -1.77 3.76
C -0.67 -3.06 3.16
C 0.99 -2.10 4.76
O 0.57 -0.99 2.73
P -0.08 -0.23 1.51
O -1.22 -0.95 0.85
O 1.03 0.13 0.55
O -0.75 1.13 2.08
C -0.10 2.38 2.40
C -0.01 3.21 1.12
C 1.28 2.18 3.01
C -1.03 3.07 3.40
H -1.67 -1.53 5.22
H -1.99 -0.71 3.68
H -0.81 -0.03 4.82
H -1.08 -3.68 3.96
H 0.12 -3.61 2.65
H -1.46 -2.84 2.44
H 0.59 -2.72 5.56
H 1.39 -1.19 5.19
H 1.79 -2.63 4.26
H 0.68 2.73 0.42
H 0.36 4.21 1.32
H -1.01 3.29 0.68
H 1.95 1.72 2.29
H 1.23 1.55 3.90
H 1.69 3.15 3.30
H -2.03 3.17 2.97
H -0.65 4.06 3.64
H -1.11 2.49 4.32